Record 1
The following is a quantum chemistry calculation of C15H20BF4LuO as an isolated structure at a distorted geometry, from the Open Molecules 2025 dataset.

Each line ends with the Mulliken charge.
Element x y z (Å)
Lu1 0.193 -1.198 0.364  2.176
C1 -1.764 -2.783 0.748  -0.480
C2 -1.364 -2.359 2.051  -0.559
C3 -1.605 -0.957 2.160  -0.716
H1 -0.997 -3.010 2.846  0.422
C4 -2.171 -0.506 0.922  -0.318
C5 -2.279 -1.643 0.060  -0.827
H2 -2.742 -1.654 -0.920  0.493
H3 -1.733 -3.803 0.369  0.460
H4 -1.475 -0.355 3.058  0.423
H5 -2.567 0.489 0.725  0.441
C6 1.510 -2.031 -1.727  -0.895
C7 0.119 -2.067 -2.045  -0.495
C8 -0.349 -0.716 -2.112  -0.848
H6 -0.455 -2.965 -2.282  0.412
C9 0.757 0.143 -1.854  0.203
C10 1.912 -0.664 -1.624  -0.652
H7 2.930 -0.300 -1.486  0.406
H8 2.171 -2.890 -1.647  0.521
H9 -1.349 -0.375 -2.382  0.434
H10 0.735 1.235 -1.919  0.282
O1 0.633 0.683 0.872  0.320
C11 -0.146 3.423 -0.206  0.799
C12 0.556 3.124 1.041  -1.441
C13 -1.613 3.361 -0.263  -1.286
C14 0.603 3.992 -1.342  -2.102
C15 1.406 1.824 1.098  -1.388
H11 -0.179 3.076 1.860  0.058
H12 1.257 3.952 1.238  0.559
H13 2.246 1.863 0.377  0.302
H14 1.826 1.731 2.116  0.389
H15 -2.081 4.285 0.133  0.448
H16 -2.005 2.515 0.327  0.047
H17 -1.948 3.253 -1.308  0.217
H18 0.704 5.093 -1.265  0.854
H19 0.078 3.792 -2.291  0.217
H20 1.623 3.579 -1.401  0.216
F1 1.351 -2.704 1.267  -0.625
B1 1.537 -4.391 1.133  0.511
F2 2.593 -4.586 1.976  -0.299
F3 0.316 -4.888 1.550  -0.347
F4 1.766 -4.568 -0.214  -0.334

Calculated values
Molar mass, g mol⁻¹: 478.10
E_HOMO, eV: 2.2
LUMO energy, eV: 5.101
Largest force on an atom, eV Å⁻¹: 2.11
Total charge: -2
Electronic energy, eV: -63100.2956

Record 2
The following is a quantum chemistry calculation of C15H20ClMnO as an isolated structure at a distorted geometry, from the Open Molecules 2025 dataset.

Each line ends with the Löwdin spin population.
Element x y z (Å)
Mn1 0.000 0.000 0.000  2.777
C1 -0.964 -1.817 1.141  -0.022
C2 -1.887 -0.760 1.307  0.004
C3 -2.408 -0.433 0.049  0.020
H1 -2.093 -0.254 2.232  0.001
C4 -1.811 -1.269 -0.915  -0.015
C5 -0.941 -2.147 -0.229  0.035
H2 -0.356 -2.931 -0.675  0.003
H3 -0.384 -2.276 1.923  -0.002
H4 -3.105 0.362 -0.152  0.002
H5 -1.999 -1.258 -1.975  -0.002
C6 2.411 0.004 0.042  0.040
C7 2.011 -1.240 -0.466  0.015
C8 1.340 -1.014 -1.691  0.026
H6 2.166 -2.194 0.007  0.001
C9 1.311 0.370 -1.927  0.018
C10 1.969 1.003 -0.844  0.033
H7 2.069 2.061 -0.687  0.003
H8 2.889 0.175 0.989  0.003
H9 0.915 -1.767 -2.331  0.003
H10 0.890 0.848 -2.794  0.001
O1 -0.854 2.018 -0.404  0.022
C11 -1.370 2.829 -1.543  0.005
C12 -2.212 3.650 -0.554  0.001
C13 -2.126 1.987 -2.534  -0.001
C14 -0.245 3.614 -2.174  0.001
C15 -1.501 2.898 0.562  0.002
H11 -3.277 3.444 -0.619  0.000
H12 -2.048 4.723 -0.587  0.000
H13 -0.758 3.455 1.125  0.000
H14 -2.119 2.336 1.255  0.000
H15 -2.581 2.629 -3.287  0.000
H16 -2.914 1.415 -2.053  0.000
H17 -1.461 1.290 -3.038  -0.001
H18 -0.635 4.544 -2.586  0.000
H19 0.229 3.062 -2.980  0.000
H20 0.514 3.860 -1.435  0.000
Cl1 0.478 0.939 2.121  0.026

Calculated values
Molar mass, g mol⁻¹: 306.71
E_HOMO (alpha / beta), eV: -2.8 / -2.8
LUMO energy (alpha / beta), eV: 2.977 / 2.973
ΔE to the lowest compared entry with this formula, charge and spin, kcal per mole: 0.0
Largest force on an atom, eV Å⁻¹: 1.46
Spin multiplicity: 4
Total charge: -1
Electronic energy, eV: -61769.0724
Expectation value of S²: 3.796

Record 3
The following is a quantum chemistry calculation of a 3-piece molecular cluster, C15H20F16O4 overall, from the Open Molecules 2025 dataset.

Each line ends with the Mulliken charge.
Element x y z (Å)
C1 -7.403 2.961 0.784  -0.583
O1 -7.688 2.613 2.118  -0.414
C2 -6.561 2.163 2.837  -0.642
C3 -6.329 0.631 2.828  0.534
C4 -7.149 -0.144 1.804  -1.424
O2 -4.931 0.353 2.748  -0.398
C5 -4.343 0.557 1.484  -0.671
H1 -8.348 3.230 0.318  0.258
H2 -6.954 2.136 0.221  0.210
H3 -6.723 3.820 0.740  0.296
H4 -5.655 2.664 2.473  0.388
H5 -6.711 2.485 3.868  0.303
H6 -6.591 0.249 3.815  0.274
H7 -7.104 -1.210 2.023  0.378
H8 -8.188 0.183 1.842  0.396
H9 -6.788 0.006 0.786  0.297
H10 -3.279 0.718 1.651  0.220
H11 -4.467 -0.311 0.829  0.250
H12 -4.740 1.437 0.964  0.330
C6 0.403 -1.704 0.087  -0.935
C7 1.020 -0.334 -0.212  0.968
C8 2.363 -0.010 0.455  0.159
F1 2.223 0.033 1.792  -0.228
F2 2.782 1.200 0.029  -0.264
F3 0.138 0.651 0.014  -0.266
F4 1.300 -0.348 -1.562  -0.306
O3 -0.596 -1.689 1.088  -0.384
C9 -0.321 -1.991 2.389  0.898
C10 -0.855 -0.894 3.323  0.295
F5 -0.263 0.280 3.030  -0.224
F6 -0.555 -1.221 4.596  -0.273
F7 0.984 -2.218 2.600  -0.300
F8 -0.979 -3.134 2.707  -0.322
H13 -0.111 -1.990 -0.830  0.450
H14 1.185 -2.435 0.288  0.383
H15 3.110 -0.763 0.192  0.194
H16 -1.937 -0.802 3.210  0.153
C11 5.526 -0.559 -4.470  -0.765
C12 5.115 -1.722 -3.560  0.899
C13 4.348 -1.369 -2.281  0.158
F9 5.114 -0.626 -1.456  -0.235
F10 4.029 -2.513 -1.626  -0.288
F11 6.172 -2.494 -3.263  -0.273
F12 4.232 -2.470 -4.295  -0.330
O4 6.861 -0.123 -4.302  -0.394
C14 7.181 0.931 -3.500  0.823
C15 8.305 0.550 -2.522  0.191
F13 7.901 -0.466 -1.736  -0.215
F14 8.582 1.612 -1.738  -0.252
F15 6.117 1.423 -2.846  -0.282
F16 7.663 1.931 -4.279  -0.309
H17 5.479 -0.963 -5.481  0.422
H18 4.810 0.257 -4.389  0.361
H19 3.427 -0.829 -2.510  0.240
H20 9.199 0.256 -3.074  0.246

Calculated values
SMILES: FC(F)C(F)(F)COC(F)(F)C(F)F.FC(F)C(F)(F)COC(F)(F)C(F)F.COC[C@@H](C)OC
Molar mass, g mol⁻¹: 568.29
E_HOMO, eV: -9.5
LUMO energy, eV: 0.532
Largest force on an atom, eV Å⁻¹: 0.41
Electronic energy, eV: -67548.1166

Record 4
The following is a quantum chemistry calculation of C15H20N2NiO2 as an isolated structure at a distorted geometry, from the Open Molecules 2025 dataset.

Each line ends with the Löwdin spin population.
Element x y z (Å)
C1 -5.515 0.299 0.341  0.000
C2 -5.516 1.594 -0.459  0.000
H1 -5.713 -0.559 -0.301  0.000
H2 -6.294 0.320 1.105  0.000
H3 -4.563 0.133 0.843  0.000
H4 -4.654 1.662 -1.120  0.000
H5 -6.414 1.661 -1.075  0.000
H6 -5.508 2.464 0.198  0.000
C3 0.985 -2.853 0.095  0.019
C4 1.869 -3.909 -0.167  0.005
C5 2.979 -3.701 -0.993  0.013
C6 3.181 -2.431 -1.523  0.001
H7 0.153 -2.979 0.785  0.002
H8 1.681 -4.880 0.283  0.000
H9 3.670 -4.504 -1.226  0.001
H10 4.028 -2.188 -2.148  0.000
N1 1.141 -1.625 -0.468  0.035
C7 2.248 -1.420 -1.247  0.016
C8 2.418 -0.072 -1.721  0.025
N2 1.430 0.787 -1.308  0.076
C9 1.474 2.089 -1.672  0.023
C10 3.491 1.700 -2.937  0.016
C11 2.482 2.573 -2.495  0.004
H11 0.669 2.710 -1.283  0.002
H12 2.453 3.618 -2.780  0.000
C12 3.461 0.372 -2.527  0.002
H13 4.217 -0.348 -2.835  0.000
H14 4.271 2.055 -3.592  0.001
Ni1 0.139 0.039 -0.173  1.458
C13 -0.939 1.591 0.114  0.089
H15 -1.368 1.965 -0.841  0.023
H16 -0.321 2.398 0.561  0.002
H17 -1.756 1.373 0.832  0.021
C14 1.340 1.647 3.700  0.009
O1 0.608 1.332 2.490  0.018
C15 1.099 0.377 1.683  0.110
O2 2.087 -0.284 1.973  0.025
H18 2.204 0.978 3.819  0.002
H19 0.628 1.524 4.527  0.001
H20 1.668 2.695 3.631  0.001

Calculated values
Molar mass, g mol⁻¹: 319.03
E_HOMO (alpha / beta), eV: -5.9 / -7.7
LUMO energy (alpha / beta), eV: -0.644 / -0.722
ΔE to the lowest compared entry with this formula, charge and spin, kcal per mole: 0.0
Largest force on an atom, eV Å⁻¹: 2.71
Spin multiplicity: 3
Electronic energy, eV: -63995.5362
Expectation value of S²: 2.022

Record 5
The following is a quantum chemistry calculation of an isolated molecule of C15H20N2O, from the Open Molecules 2025 dataset.

Each line ends with the Mulliken charge.
Element x y z (Å)
C1 3.453 -0.997 -1.959  -1.188
C2 2.082 -1.580 -2.279  -0.636
C3 0.992 -1.119 -1.310  -0.384
C4 1.204 -1.643 0.111  -0.947
H1 1.359 -2.722 0.067  0.351
H2 2.092 -1.185 0.547  0.282
C5 0.011 -1.347 1.033  0.718
C6 -0.137 0.164 1.134  -0.219
O1 0.570 0.850 1.835  -0.678
N1 -1.138 0.661 0.338  -0.016
C7 -1.516 1.983 0.134  0.606
C8 -0.973 3.055 0.836  -0.516
C9 -1.406 4.343 0.580  -0.635
C10 -2.384 4.595 -0.373  -0.499
C11 -2.935 3.546 -1.080  -0.819
C12 -2.508 2.242 -0.834  0.568
C13 -3.066 1.170 -1.561  0.147
N2 -3.497 0.275 -2.138  -0.560
H3 -3.696 3.717 -1.826  0.467
H4 -2.713 5.605 -0.561  0.395
H5 -0.973 5.162 1.133  0.399
H6 -0.213 2.867 1.575  0.532
H7 -1.641 -0.008 -0.232  0.139
H8 -0.895 -1.786 0.600  0.520
C14 0.215 -1.911 2.446  -0.754
C15 0.209 -3.433 2.496  -1.315
H9 0.257 -3.769 3.529  0.410
H10 -0.701 -3.828 2.051  0.332
H11 1.062 -3.850 1.968  0.316
H12 1.154 -1.525 2.845  0.283
H13 -0.590 -1.533 3.083  0.438
H14 0.027 -1.474 -1.682  0.328
H15 0.967 -0.027 -1.301  0.257
H16 1.795 -1.276 -3.289  0.351
H17 2.138 -2.671 -2.267  0.341
H18 3.403 0.089 -1.915  0.297
H19 3.821 -1.363 -1.005  0.305
H20 4.170 -1.276 -2.728  0.385

Calculated values
SMILES: CCCC[C@@H](CC)C(=O)Nc1ccccc1C#N
Molar mass, g mol⁻¹: 244.34
E_HOMO, eV: -9.0
LUMO energy, eV: 0.303
ΔE to the lowest compared entry with this formula, charge and spin, kcal per mole: 15.7
Largest force on an atom, eV Å⁻¹: 0.98
Electronic energy, eV: -20908.0994